No. 1
C20H26N4O2 in the gas phase. Source: the Open Molecules 2025 dataset; level of theory: ωB97M-V with the def2-TZVPD basis set.

Calculated total energy   -31218.8675 eV
SMILES string   CCCCN(C)CCNC(=O)c1cc2c(=O)[nH]c3ccccc3c2n1C
Charge   0
E_HOMO   -8.02 eV
Orbital gap   8.50 eV
LUMO level   0.476 eV

CARTESIAN COORDINATES (ANGSTROEM)
C  -0.020  1.659  6.929
C  -0.242  1.933  5.446
C  1.053  2.298  4.718
C  2.008  1.104  4.495
N  2.031  0.526  3.164
C  0.778  -0.076  2.763
C  2.598  1.397  2.158
C  3.050  0.629  0.907
N  2.019  0.549  -0.100
C  1.572  -0.617  -0.618
O  2.058  -1.695  -0.306
C  0.455  -0.445  -1.568
C  -0.389  0.642  -1.671
C  -1.307  0.352  -2.690
C  -2.400  1.157  -3.184
O  -2.728  2.263  -2.797
N  -3.094  0.530  -4.199
C  -2.827  -0.701  -4.745
C  -3.635  -1.165  -5.784
C  -3.396  -2.390  -6.366
C  -2.339  -3.171  -5.917
C  -1.533  -2.730  -4.890
C  -1.753  -1.493  -4.272
C  -0.994  -0.919  -3.194
N  0.069  -1.391  -2.491
C  0.719  -2.664  -2.662
H  0.393  2.539  7.420
H  0.671  0.832  7.077
H  -0.961  1.407  7.413
H  -0.947  2.762  5.346
H  -0.695  1.057  4.978
H  0.803  2.734  3.749
H  1.568  3.070  5.293
H  1.751  0.295  5.183
H  3.034  1.408  4.720
H  0.950  -0.737  1.917
H  0.009  0.661  2.482
H  0.400  -0.680  3.585
H  1.902  2.197  1.839
H  3.474  1.877  2.601
H  3.926  1.128  0.477
H  3.322  -0.393  1.177
H  1.599  1.414  -0.398
H  -0.400  1.537  -1.083
H  -3.875  1.050  -4.580
H  -4.451  -0.546  -6.128
H  -4.027  -2.738  -7.170
H  -2.145  -4.129  -6.374
H  -0.721  -3.359  -4.573
H  1.484  -2.766  -1.894
H  -0.002  -3.474  -2.540
H  1.186  -2.729  -3.647

Per-atom natural (NBO) charges, elementary charge units: number 1, C, carries -0.6060; number 2, C, carries -0.3918; number 3, C, carries -0.4308; number 4, C, carries -0.2078; number 5, N, carries -0.4394; number 6, C, carries -0.4205; number 7, C, carries -0.2175; number 8, C, carries -0.2427; number 9, N, carries -0.5983; number 10, C, carries 0.6530; number 11, O, carries -0.6441; number 12, C, carries 0.0253; number 13, C, carries -0.2150; number 14, C, carries -0.2305; number 15, C, carries 0.6534; number 16, O, carries -0.6153; number 17, N, carries -0.5728; number 18, C, carries 0.1802; number 19, C, carries -0.2379; number 20, C, carries -0.1872; number 21, C, carries -0.2408; number 22, C, carries -0.1892; number 23, C, carries -0.0760; number 24, C, carries 0.2397; number 25, N, carries -0.3058; number 26, C, carries -0.4325; number 27, H, carries 0.1999; number 28, H, carries 0.1989; number 29, H, carries 0.2098; number 30, H, carries 0.2007; number 31, H, carries 0.1953; number 32, H, carries 0.2027; number 33, H, carries 0.2020; number 34, H, carries 0.1922; number 35, H, carries 0.1942; number 36, H, carries 0.2093; number 37, H, carries 0.1618; number 38, H, carries 0.2015; number 39, H, carries 0.1538; number 40, H, carries 0.2041; number 41, H, carries 0.1957; number 42, H, carries 0.2485; number 43, H, carries 0.3980; number 44, H, carries 0.2312; number 45, H, carries 0.4122; number 46, H, carries 0.2102; number 47, H, carries 0.2177; number 48, H, carries 0.2160; number 49, H, carries 0.2133; number 50, H, carries 0.2750; number 51, H, carries 0.2058; number 52, H, carries 0.2002

=====

No. 2
A molecular structure, C22H32B2CdF8N7O4 in a non-equilibrium geometry. Source: the Open Molecules 2025 dataset; level of theory: ωB97M-V with the def2-TZVPD basis set.

Calculated total energy   -69616.8552 eV
Charge   -1
E_HOMO   -4.56 eV
Orbital gap   7.12 eV
LUMO level   2.556 eV

CARTESIAN COORDINATES (ANGSTROEM)
Cd  0.032  -0.198  -0.045
C  2.784  -2.173  2.960
C  2.329  -1.073  1.992
N  2.178  -1.235  0.710
O  2.679  -2.443  0.322
B  1.974  -3.001  -0.927
F  2.763  -4.094  -1.297
F  1.860  -1.981  -1.926
O  0.634  -3.499  -0.569
N  -0.098  -2.576  0.176
C  -0.862  -3.175  1.049
C  -0.939  -4.691  1.134
C  -1.543  -2.279  1.948
N  -1.247  -1.022  1.787
O  -1.865  -0.118  2.593
B  -0.900  0.572  3.476
F  -1.651  1.413  4.294
F  -0.146  -0.372  4.178
O  0.099  1.440  2.724
N  0.872  0.716  1.918
C  1.857  0.147  2.544
C  2.533  0.740  3.776
C  -2.644  -2.786  2.772
H  3.316  -2.924  2.350
H  3.493  -1.806  3.669
H  1.910  -2.601  3.476
H  -0.316  -5.040  0.321
H  -0.564  -5.090  2.062
H  -1.945  -5.057  0.890
H  2.080  1.715  3.931
H  2.471  0.107  4.659
H  3.551  0.890  3.465
H  -3.494  -2.857  2.131
H  -2.412  -3.788  3.130
H  -2.819  -2.092  3.607
C  -1.055  1.715  -4.055
N  -0.330  0.609  -3.471
C  1.082  0.618  -3.307
C  -1.063  -0.555  -3.100
C  -2.226  -0.249  -2.182
N  -1.798  0.352  -0.931
C  -2.733  0.976  -0.251
C  -2.473  2.268  0.337
F  -1.215  2.790  0.226
C  -3.450  3.001  0.994
F  -3.124  4.154  1.598
C  -4.782  2.581  0.902
C  -5.034  1.255  0.479
F  -6.223  0.679  0.592
C  -4.010  0.470  0.021
F  -4.180  -0.865  -0.029
H  -1.782  1.273  -4.783
H  -0.353  2.287  -4.707
H  -1.515  2.374  -3.296
H  1.541  1.369  -3.933
H  1.551  -0.370  -3.576
H  2.092  0.157  -1.558
H  -0.396  -1.321  -2.618
H  -1.556  -0.985  -3.983
H  -2.759  -1.174  -1.985
H  -2.922  0.380  -2.680
H  -5.539  3.279  1.228
C  3.722  1.777  -2.646
C  2.426  2.067  -1.829
C  2.846  2.193  -0.369
C  1.796  3.352  -2.369
N  1.508  0.920  -1.907
H  4.355  2.691  -2.785
H  3.483  1.409  -3.648
H  4.365  1.028  -2.205
H  3.595  2.974  -0.272
H  3.298  1.250  0.004
H  1.960  2.496  0.213
H  2.314  4.223  -1.906
H  0.752  3.405  -2.064
H  1.861  3.373  -3.427

Per-atom Mulliken charges, elementary charge units: number 1, Cd, carries 3.8967; number 2, C, carries -1.5418; number 3, C, carries -0.5416; number 4, N, carries 0.0221; number 5, O, carries -0.5213; number 6, B, carries 0.4098; number 7, F, carries -0.3608; number 8, F, carries -0.2468; number 9, O, carries -0.6276; number 10, N, carries 0.6130; number 11, C, carries -0.0552; number 12, C, carries -1.8978; number 13, C, carries -0.0195; number 14, N, carries 0.7754; number 15, O, carries -0.7043; number 16, B, carries 0.7078; number 17, F, carries -0.3622; number 18, F, carries -0.4229; number 19, O, carries -0.7281; number 20, N, carries 0.5251; number 21, C, carries 1.0186; number 22, C, carries -2.0472; number 23, C, carries -1.9616; number 24, H, carries 0.4026; number 25, H, carries 0.5006; number 26, H, carries 0.1927; number 27, H, carries 0.4797; number 28, H, carries 0.3618; number 29, H, carries 0.3724; number 30, H, carries 0.3819; number 31, H, carries 0.3372; number 32, H, carries 0.5250; number 33, H, carries 0.3132; number 34, H, carries 0.4929; number 35, H, carries 0.3521; number 36, C, carries -1.1011; number 37, N, carries 0.5584; number 38, C, carries -1.5397; number 39, C, carries -1.1084; number 40, C, carries -0.9739; number 41, N, carries -0.1513; number 42, C, carries 0.0594; number 43, C, carries -0.1087; number 44, F, carries -0.3377; number 45, C, carries 0.3698; number 46, F, carries -0.3091; number 47, C, carries -0.9640; number 48, C, carries 0.4370; number 49, F, carries -0.3217; number 50, C, carries 0.4387; number 51, F, carries -0.4119; number 52, H, carries 0.3599; number 53, H, carries 0.4088; number 54, H, carries 0.1455; number 55, H, carries 0.7507; number 56, H, carries 0.0313; number 57, H, carries -0.0388; number 58, H, carries 0.0309; number 59, H, carries 0.4607; number 60, H, carries 0.3704; number 61, H, carries 0.6188; number 62, H, carries 0.4242; number 63, C, carries -1.6858; number 64, C, carries 1.5344; number 65, C, carries -1.5869; number 66, C, carries -1.6094; number 67, N, carries 0.4787; number 68, H, carries 0.4277; number 69, H, carries 0.3479; number 70, H, carries 0.3701; number 71, H, carries 0.6655; number 72, H, carries 0.1939; number 73, H, carries 0.0701; number 74, H, carries 0.4372; number 75, H, carries 0.1918; number 76, H, carries 0.4244

=====

No. 3
C2H5NOS in the gas phase in a non-equilibrium geometry. Source: the Open Molecules 2025 dataset; level of theory: ωB97M-V with the def2-TZVPD basis set.

Calculated total energy   -16525.8747 eV
Charge   0
E_HOMO   -10.16 eV
Orbital gap   9.77 eV
LUMO level   -0.383 eV

CARTESIAN COORDINATES (ANGSTROEM)
C  -1.057  -0.654  -0.004
C  -0.353  0.719  0.002
N  1.121  0.654  -0.051
O  3.415  0.083  0.078
S  2.098  -0.503  -0.095
H  -1.006  -1.416  -0.866
H  -0.774  -1.095  0.847
H  -2.052  -0.387  0.240
H  -0.821  1.290  0.809
H  -0.571  1.309  -0.960

Per-atom natural (NBO) charges, elementary charge units: number 1, C, carries -0.6347; number 2, C, carries -0.2337; number 3, N, carries -0.7499; number 4, O, carries -0.8636; number 5, S, carries 1.4170; number 6, H, carries 0.2174; number 7, H, carries 0.1996; number 8, H, carries 0.2135; number 9, H, carries 0.2197; number 10, H, carries 0.2146

=====

No. 4
A molecular structure, C5H34NO12 in a non-equilibrium geometry. Source: the Open Molecules 2025 dataset; level of theory: ωB97M-V with the def2-TZVPD basis set.

Calculated total energy   -31799.8995 eV
Charge   -1
E_HOMO   -6.60 eV
Orbital gap   9.43 eV
LUMO level   2.827 eV

CARTESIAN COORDINATES (ANGSTROEM)
C  -0.353  2.699  -1.088
C  0.167  1.334  -0.654
N  0.316  1.165  0.812
C  1.054  2.315  1.445
C  1.068  -0.095  1.046
C  1.065  -0.531  2.514
O  1.926  -1.651  2.662
H  -1.327  2.950  -0.585
H  -0.629  2.679  -2.134
H  0.364  3.542  -0.942
H  -0.575  0.527  -0.973
H  1.110  1.092  -1.239
H  0.532  3.285  1.290
H  2.022  2.413  1.088
H  1.111  2.207  2.512
H  0.520  -0.920  0.473
H  2.127  -0.011  0.675
H  0.083  -0.798  2.853
H  1.521  0.176  3.170
H  -3.423  1.590  -0.197
H  -3.106  0.220  0.704
O  -3.504  0.585  -0.210
H  3.861  -0.786  -0.548
H  2.632  -0.793  -1.467
O  3.522  -0.330  -1.297
H  -0.990  -3.391  -1.367
H  0.183  -2.151  -1.251
O  -0.769  -2.695  -0.778
H  1.596  -2.312  -2.324
H  1.695  -2.649  -0.199
O  1.317  -1.755  -1.630
H  -0.918  -0.296  -2.975
H  0.519  -0.658  -2.721
O  -0.014  -0.140  -3.315
H  -1.713  -1.511  -1.532
H  -2.713  -0.305  -1.421
O  -2.278  -0.891  -2.082
H  -1.604  2.258  1.164
H  -2.833  1.870  2.032
O  -2.540  2.548  1.387
H  3.630  1.376  -1.218
H  2.451  2.414  -1.021
O  3.467  2.337  -1.090
H  -2.000  -2.530  0.343
H  -3.497  -2.157  0.361
O  -2.789  -2.400  0.972
H  0.504  -3.369  0.453
H  1.762  -2.315  1.949
O  1.482  -3.259  0.565
H  -2.433  -0.992  1.852
H  -1.334  0.141  1.831
O  -2.267  -0.038  2.105

Per-atom natural (NBO) charges, elementary charge units: number 1, C, carries -0.6458; number 2, C, carries -0.2553; number 3, N, carries -0.5045; number 4, C, carries -0.4363; number 5, C, carries -0.2678; number 6, C, carries -0.0762; number 7, O, carries -0.7716; number 8, H, carries 0.2099; number 9, H, carries 0.2403; number 10, H, carries 0.1983; number 11, H, carries 0.2325; number 12, H, carries 0.1913; number 13, H, carries 0.2013; number 14, H, carries 0.1950; number 15, H, carries 0.1991; number 16, H, carries 0.2149; number 17, H, carries 0.1976; number 18, H, carries 0.1571; number 19, H, carries 0.1688; number 20, H, carries 0.5074; number 21, H, carries 0.5033; number 22, O, carries -1.0416; number 23, H, carries 0.4674; number 24, H, carries 0.5171; number 25, O, carries -0.9981; number 26, H, carries 0.4745; number 27, H, carries 0.5115; number 28, O, carries -1.1010; number 29, H, carries 0.4701; number 30, H, carries 0.5028; number 31, O, carries -1.1186; number 32, H, carries 0.4893; number 33, H, carries 0.4746; number 34, O, carries -1.0189; number 35, H, carries 0.4848; number 36, H, carries 0.5038; number 37, O, carries -1.0322; number 38, H, carries 0.4911; number 39, H, carries 0.4949; number 40, O, carries -0.9936; number 41, H, carries 0.5027; number 42, H, carries 0.4585; number 43, O, carries -0.9919; number 44, H, carries 0.5161; number 45, H, carries 0.4809; number 46, O, carries -0.9947; number 47, H, carries 0.4988; number 48, H, carries 0.4991; number 49, O, carries -1.0089; number 50, H, carries 0.5135; number 51, H, carries 0.5025; number 52, O, carries -1.0136

=====

No. 5
C19H28N2O4 in the gas phase. Source: the Open Molecules 2025 dataset; level of theory: ωB97M-V with the def2-TZVPD basis set.

Calculated total energy   -31328.5076 eV
SMILES string   CC(C)OC(=O)c1cc2c(OC[C@H](O)CNC(C)(C)C)cccc2[nH]1
Charge   0
E_HOMO   -7.77 eV
Orbital gap   8.42 eV
LUMO level   0.653 eV

CARTESIAN COORDINATES (ANGSTROEM)
C  5.273  2.071  -0.526
C  5.208  1.166  0.700
C  5.281  1.953  2.001
O  3.962  0.453  0.711
C  3.897  -0.671  -0.010
O  4.815  -1.122  -0.664
C  2.590  -1.312  0.078
C  1.449  -0.966  0.764
C  0.485  -1.959  0.479
C  -0.858  -2.138  0.873
O  -1.373  -1.201  1.706
C  -2.773  -1.110  1.845
C  -3.114  0.348  2.163
O  -4.506  0.407  2.386
C  -2.666  1.249  0.999
N  -3.242  0.769  -0.235
C  -2.691  1.244  -1.498
C  -2.662  2.778  -1.609
C  -1.276  0.680  -1.669
C  -3.588  0.673  -2.601
C  -1.527  -3.245  0.387
C  -0.900  -4.154  -0.474
C  0.404  -4.002  -0.881
C  1.095  -2.895  -0.394
N  2.365  -2.476  -0.617
H  6.206  2.628  -0.525
H  5.224  1.472  -1.432
H  4.440  2.770  -0.518
H  6.018  0.427  0.649
H  6.227  2.484  2.057
H  5.200  1.281  2.851
H  4.466  2.670  2.045
H  1.323  -0.112  1.396
H  -3.132  -1.757  2.654
H  -3.282  -1.369  0.913
H  -2.570  0.653  3.071
H  -4.753  1.327  2.533
H  -1.580  1.182  0.934
H  -2.937  2.295  1.241
H  -4.248  0.897  -0.216
H  -3.658  3.190  -1.452
H  -1.989  3.207  -0.871
H  -2.320  3.076  -2.597
H  -0.923  0.862  -2.681
H  -0.575  1.142  -0.980
H  -1.281  -0.391  -1.486
H  -4.596  1.076  -2.524
H  -3.640  -0.408  -2.510
H  -3.193  0.924  -3.582
H  -2.549  -3.434  0.674
H  -1.470  -5.002  -0.824
H  0.876  -4.707  -1.547
H  3.067  -2.920  -1.187

Per-atom natural (NBO) charges, elementary charge units: number 1, C, carries -0.6306; number 2, C, carries 0.0898; number 3, C, carries -0.6182; number 4, O, carries -0.5004; number 5, C, carries 0.7674; number 6, O, carries -0.6173; number 7, C, carries 0.0100; number 8, C, carries -0.2095; number 9, C, carries -0.1765; number 10, C, carries 0.3583; number 11, O, carries -0.5007; number 12, C, carries -0.0858; number 13, C, carries 0.0851; number 14, O, carries -0.7195; number 15, C, carries -0.2446; number 16, N, carries -0.6531; number 17, C, carries 0.1238; number 18, C, carries -0.6290; number 19, C, carries -0.6198; number 20, C, carries -0.6044; number 21, C, carries -0.3339; number 22, C, carries -0.1765; number 23, C, carries -0.2977; number 24, C, carries 0.2368; number 25, N, carries -0.5126; number 26, H, carries 0.2142; number 27, H, carries 0.2268; number 28, H, carries 0.2082; number 29, H, carries 0.1996; number 30, H, carries 0.2145; number 31, H, carries 0.2186; number 32, H, carries 0.2093; number 33, H, carries 0.2372; number 34, H, carries 0.1835; number 35, H, carries 0.2086; number 36, H, carries 0.1609; number 37, H, carries 0.4707; number 38, H, carries 0.2155; number 39, H, carries 0.1620; number 40, H, carries 0.3644; number 41, H, carries 0.2027; number 42, H, carries 0.2056; number 43, H, carries 0.2113; number 44, H, carries 0.2092; number 45, H, carries 0.2051; number 46, H, carries 0.2241; number 47, H, carries 0.2001; number 48, H, carries 0.2185; number 49, H, carries 0.2089; number 50, H, carries 0.2203; number 51, H, carries 0.2136; number 52, H, carries 0.2148; number 53, H, carries 0.4307